1.
{"formula": "C20H27N3O3S", "method": "ωB97M-V/def2-TZVPD", "species": ["C", "H", "H", "H", "C", "N", "C", "H", "C", "N", "C", "O", "C", "H", "H", "S", "O", "C", "C", "C", "O", "C", "N", "C", "C", "C", "C", "C", "C", "H", "H", "H", "C", "H", "H", "H", "H", "C", "H", "H", "H", "H", "H", "C", "C", "H", "H", "H", "H", "H", "H", "H", "H", "H"], "positions_angstrom": [[-0.92, -4.66, 1.60], [-1.48, -5.46, 1.13], [0.02, -5.06, 1.98], [-1.49, -4.27, 2.44], [-0.63, -3.57, 0.57], [-1.85, -3.15, -0.10], [-1.66, -2.50, -1.38], [-0.73, -2.84, -1.83], [-1.66, -0.97, -1.31], [-2.91, -0.51, -0.74], [-3.29, 0.78, -0.69], [-4.31, 1.15, -0.13], [-2.39, 1.79, -1.34], [-1.33, 1.57, -1.27], [-2.67, 1.96, -2.38], [-2.75, 3.37, -0.43], [-1.85, 4.36, -1.02], [-1.89, 2.82, 1.15], [-0.46, 2.64, 0.91], [0.52, 3.60, 0.85], [1.68, 2.99, 0.53], [1.37, 1.68, 0.41], [0.11, 1.43, 0.62], [2.40, 0.71, 0.07], [3.68, 1.14, -0.29], [4.66, 0.22, -0.61], [4.36, -1.14, -0.57], [3.09, -1.57, -0.21], [2.11, -0.65, 0.11], [1.12, -0.97, 0.41], [2.87, -2.62, -0.18], [5.12, -1.86, -0.83], [6.04, 0.67, -0.98], [6.37, 0.18, -1.90], [6.75, 0.41, -0.20], [6.07, 1.75, -1.13], [3.89, 2.20, -0.31], [0.49, 5.07, 1.05], [0.15, 5.31, 2.06], [1.49, 5.48, 0.90], [-0.20, 5.52, 0.34], [-2.39, 1.91, 1.47], [-2.08, 3.63, 1.86], [-3.68, -1.51, -0.02], [-2.73, -2.40, 0.78], [-2.16, -1.76, 1.47], [-3.32, -3.10, 1.38], [-4.27, -2.11, -0.71], [-4.36, -0.98, 0.64], [-1.54, -0.56, -2.32], [-0.82, -0.62, -0.70], [-2.48, -2.82, -2.05], [-0.13, -2.72, 1.07], [0.05, -3.97, -0.19]], "lumo_energy_ev": 0.50, "gap_ev": 8.60, "e_homo_ev": -8.1}



2.
{"formula": "C20H27N3O3S", "method": "ωB97M-V/def2-TZVPD", "species": ["C", "C", "O", "C", "O", "C", "C", "C", "N", "C", "O", "C", "N", "C", "C", "C", "C", "N", "C", "C", "C", "C", "C", "C", "S", "C", "C", "H", "H", "H", "H", "H", "H", "H", "H", "H", "H", "H", "H", "H", "H", "H", "H", "H", "H", "H", "H", "H", "H", "H", "H", "H", "H", "H"], "positions_angstrom": [[4.26, 6.33, -3.69], [4.76, 5.85, -2.33], [3.72, 5.22, -1.58], [3.48, 3.93, -1.84], [4.08, 3.28, -2.65], [2.38, 3.40, -0.94], [2.93, 3.18, 0.47], [1.87, 2.67, 1.44], [1.43, 1.33, 1.11], [1.76, 0.24, 1.82], [2.42, 0.27, 2.84], [1.25, -1.05, 1.20], [0.04, -0.83, 0.44], [-1.10, -0.64, 1.32], [-2.31, -0.19, 0.51], [-2.67, -1.25, -0.54], [-3.20, -2.49, 0.10], [-2.81, -3.68, -0.14], [-3.49, -4.62, 0.57], [-3.28, -6.00, 0.51], [-4.06, -6.82, 1.30], [-5.04, -6.29, 2.14], [-5.26, -4.93, 2.21], [-4.49, -4.10, 1.42], [-4.52, -2.37, 1.29], [-1.43, -1.55, -1.39], [-0.23, -1.91, -0.51], [3.96, 5.48, -4.29], [3.42, 7.00, -3.56], [5.06, 6.86, -4.20], [5.09, 6.69, -1.71], [5.58, 5.14, -2.46], [1.57, 4.13, -0.91], [2.02, 2.46, -1.36], [3.32, 4.13, 0.85], [3.76, 2.47, 0.44], [1.01, 3.34, 1.44], [2.28, 2.61, 2.44], [0.87, 1.17, 0.28], [1.14, -1.80, 1.99], [2.04, -1.41, 0.52], [-0.85, 0.13, 2.05], [-1.35, -1.57, 1.86], [-3.16, -0.01, 1.17], [-2.08, 0.74, -0.01], [-3.47, -0.86, -1.18], [-2.52, -6.39, -0.14], [-3.91, -7.88, 1.27], [-5.64, -6.95, 2.75], [-6.02, -4.52, 2.86], [-1.63, -2.38, -2.07], [-1.19, -0.66, -1.97], [0.65, -2.04, -1.14], [-0.43, -2.86, 0.01]], "smiles": "CCOC(=O)CCCNC(=O)CN1CCC(c2nc3ccccc3s2)CC1", "lumo_energy_ev": 0.50, "gap_ev": 9.35, "e_homo_ev": -8.8}



Most stable to least stable, the ends of the list are 2 and 1.



1.
{"formula": "C3H6N2OS", "method": "ωB97M-V/def2-TZVPD", "species": ["C", "C", "N", "S", "C", "N", "O", "H", "H", "H", "H", "H", "H"], "positions_angstrom": [[1.08, 1.89, -1.33], [0.52, 0.68, -1.11], [0.40, 0.00, 0.13], [1.18, 0.55, 1.58], [-0.52, -1.04, 0.19], [-0.79, -1.65, 1.26], [-1.80, -2.60, 1.03], [1.06, 2.29, -2.35], [1.49, 2.54, -0.56], [0.18, 0.00, -1.87], [0.26, 1.49, 1.89], [-0.94, -1.28, -0.77], [-2.11, -2.87, 1.92]], "smiles": "C=CN(S)/C=N/O", "lumo_energy_ev": 0.69, "gap_ev": 9.03, "e_homo_ev": -8.3}



2.
{"formula": "C3H6N2OS", "method": "ωB97M-V/def2-TZVPD", "species": ["N", "N", "C", "C", "S", "C", "O", "H", "H", "H", "H", "H", "H"], "positions_angstrom": [[2.09, -0.06, -0.78], [0.92, -0.04, -0.06], [-0.12, -1.03, 0.14], [-1.06, 0.19, 0.47], [-2.53, 0.43, -0.58], [0.14, 1.05, 0.17], [0.41, 2.23, 0.02], [2.32, 0.82, -1.22], [2.79, -0.19, -0.05], [-0.38, -1.60, -0.75], [0.08, -1.74, 0.95], [-1.35, 0.32, 1.51], [-3.31, -0.38, 0.19]], "smiles": "NN1C[C@H](S)C1=O", "lumo_energy_ev": 0.62, "gap_ev": 9.80, "e_homo_ev": -9.2}



3.
{"formula": "C3H6N2OS", "method": "ωB97M-V/def2-TZVPD", "species": ["C", "C", "S", "N", "C", "N", "O", "H", "H", "H", "H", "H", "H"], "positions_angstrom": [[0.96, -1.28, 0.38], [0.47, -0.72, -0.93], [1.29, -1.26, -2.27], [-0.46, 0.29, -0.99], [-1.20, 1.07, -0.08], [-0.71, 0.98, 1.18], [-2.20, 1.57, -0.45], [1.88, -0.63, 0.68], [1.29, -2.27, 0.15], [0.17, -1.28, 1.16], [-0.78, 0.66, -1.85], [0.32, 1.09, 1.17], [-1.01, 1.78, 1.84]], "smiles": "CC(=S)NC(N)=O", "lumo_energy_ev": 0.07, "gap_ev": 8.67, "e_homo_ev": -8.6}



4.
{"formula": "C3H6N2OS", "method": "ωB97M-V/def2-TZVPD", "species": ["O", "C", "N", "C", "C", "N", "S", "H", "H", "H", "H", "H", "H"], "positions_angstrom": [[0.89, -1.17, 1.45], [0.75, -0.31, 0.61], [1.62, 0.72, 0.33], [1.28, 1.41, -0.91], [-0.23, 1.13, -0.98], [-0.35, -0.13, -0.26], [-1.82, -0.93, -0.06], [2.58, 0.59, 0.64], [1.50, 2.48, -0.84], [1.82, 0.97, -1.77], [-0.59, 1.03, -2.01], [-0.80, 1.92, -0.46], [-2.29, -0.24, 0.99]], "smiles": "O=C1NCCN1S", "lumo_energy_ev": 0.77, "gap_ev": 10.32, "e_homo_ev": -9.5}



Most stable to least stable, the ends of the list are 4 and 1.



1.
{"formula": "C3H6N2OS", "method": "ωB97M-V/def2-TZVPD", "species": ["N", "S", "C", "N", "C", "C", "O", "H", "H", "H", "H", "H", "H"], "positions_angstrom": [[2.68, 0.36, -1.50], [1.20, -0.50, -1.21], [0.82, 0.51, 0.19], [-0.17, 0.48, 0.95], [-1.11, -0.62, 0.87], [-2.57, -0.13, 0.79], [-3.58, -0.66, 0.49], [2.53, 0.97, -2.26], [3.44, -0.27, -1.63], [1.50, 1.34, 0.45], [-1.13, -1.19, 1.74], [-0.96, -1.19, 0.03], [-2.65, 0.91, 1.09]], "smiles": "NS/C=N\\CC=O", "lumo_energy_ev": 0.39, "gap_ev": 9.75, "e_homo_ev": -9.4}



2.
{"formula": "C3H6N2OS", "method": "ωB97M-V/def2-TZVPD", "species": ["O", "C", "N", "N", "C", "C", "S", "H", "H", "H", "H", "H", "H"], "positions_angstrom": [[-3.09, -0.32, 0.23], [-2.02, -0.84, 0.04], [-0.92, -0.25, -0.54], [0.45, -0.91, -0.56], [1.14, -0.12, 0.40], [0.84, 1.28, 0.17], [-0.73, 1.49, -0.69], [-1.86, -1.90, 0.08], [0.92, -1.14, -1.37], [2.14, -0.20, 0.35], [0.71, -0.52, 1.31], [0.82, 1.83, 1.13], [1.60, 1.59, -0.55]], "smiles": "O=CN1NCCS1", "lumo_energy_ev": 0.70, "gap_ev": 9.54, "e_homo_ev": -8.8}



Most stable to least stable, the ends of the list are 1 and 2.



1.
{"formula": "C5H16NO5", "method": "ωB97M-V/def2-TZVPD", "species": ["C", "N", "C", "C", "C", "C", "O", "O", "H", "H", "H", "H", "H", "H", "H", "H", "H", "H", "H", "H", "O", "H", "H", "O", "H", "H", "O"], "positions_angstrom": [[0.96, 0.90, 1.32], [-0.05, 0.73, 0.39], [-1.31, 0.18, 0.94], [1.13, 1.13, -1.75], [0.31, 0.13, -0.92], [1.13, -1.21, -0.74], [0.43, -2.10, 0.03], [2.10, 1.26, 1.00], [0.68, 0.83, 2.41], [-1.40, 0.41, 1.95], [-2.16, 0.61, 0.37], [-1.37, -0.94, 0.85], [2.14, 1.37, -1.29], [0.62, 2.09, -1.89], [1.32, 0.78, -2.75], [-0.63, -0.15, -1.41], [1.39, -1.69, -1.71], [2.07, -0.98, -0.22], [0.46, -2.27, 2.87], [0.47, -1.75, 1.40], [0.41, -1.48, 2.45], [-0.84, -2.55, -0.68], [-2.04, -1.84, -1.26], [-1.71, -2.76, -1.16], [-1.74, 3.47, 0.49], [-0.90, 2.52, -0.30], [-1.47, 3.33, -0.40]], "lumo_energy_ev": 3.42, "charge": -1, "gap_ev": 8.06, "e_homo_ev": -4.6}



2.
{"formula": "C5H16NO5", "method": "ωB97M-V/def2-TZVPD", "species": ["C", "C", "C", "N", "C", "C", "O", "O", "H", "H", "H", "H", "H", "H", "H", "H", "H", "H", "H", "H", "O", "H", "H", "O", "H", "H", "O"], "positions_angstrom": [[0.79, 2.14, 0.03], [1.60, 1.73, 1.25], [1.19, 1.59, -1.28], [0.22, 1.21, -2.24], [-1.08, 0.69, -1.72], [-0.96, -0.76, -1.15], [-0.55, -0.71, 0.17], [2.23, 2.00, -1.81], [0.59, 3.19, -0.03], [-0.19, 1.77, 0.41], [1.54, 2.58, 1.98], [2.59, 1.52, 0.74], [1.20, 0.95, 1.84], [0.51, 0.75, -3.09], [-1.45, 1.17, -0.81], [-1.76, 0.76, -2.61], [-0.23, -1.40, -1.63], [-1.88, -1.33, -1.25], [0.40, -1.95, 2.70], [-0.43, -2.27, 1.50], [-0.47, -2.27, 2.47], [-2.76, -1.53, 1.83], [-1.97, -1.94, 0.65], [-2.92, -1.77, 0.91], [2.02, -2.06, 0.67], [0.51, -1.61, 0.20], [1.24, -2.46, 0.28]], "lumo_energy_ev": 3.53, "charge": -1, "gap_ev": 8.28, "e_homo_ev": -4.8}



3.
{"formula": "C5H16NO5", "method": "ωB97M-V/def2-TZVPD", "species": ["C", "C", "C", "C", "O", "N", "C", "O", "H", "H", "H", "H", "H", "H", "H", "H", "H", "H", "H", "H", "O", "H", "H", "O", "H", "H", "O"], "positions_angstrom": [[0.06, -1.93, 0.49], [0.57, -1.02, -0.67], [1.85, -0.31, -0.13], [3.02, -1.23, -0.10], [4.05, -1.15, 0.54], [-0.51, -0.12, -1.12], [-1.20, 0.95, -0.22], [-0.40, 2.02, -0.24], [0.81, -2.37, 1.13], [-0.55, -1.28, 1.09], [-0.43, -2.88, 0.11], [0.77, -1.60, -1.62], [1.42, 0.09, 0.79], [2.03, 0.49, -0.83], [3.17, -1.90, -0.95], [-0.14, 0.49, -1.93], [-1.26, 0.51, 0.82], [-2.15, 1.15, -0.77], [-2.51, -1.81, -2.53], [-1.59, -1.54, -1.30], [-2.38, -2.06, -1.62], [0.32, 1.81, 1.15], [0.21, 2.27, 2.70], [0.77, 1.82, 2.08], [-1.30, 3.25, 1.35], [-2.37, 2.91, 0.50], [-2.25, 3.44, 1.30]], "lumo_energy_ev": 3.42, "charge": -1, "gap_ev": 7.80, "e_homo_ev": -4.4}



Most stable to least stable, the ends of the list are 1 and 3.